(1)
ORCA calculation (ωB97M-V with the def2-TZVPD basis set) on a 5-piece molecular cluster, C34H29N2O20 overall.

Output
E_HOMO in eV: -10.96
Net charge: +1
Orbital gap in eV: 5.67

XYZ file:
```
85
C34H29N2O20 | the Open Molecules 2025 dataset | ωB97M-V with the def2-TZVPD basis set
O 1.44 0.27 -2.08
O 1.97 -4.51 0.83
O -2.07 -6.49 -3.56
O -2.94 3.76 7.12
O 4.53 -3.06 -7.38
O 0.47 -10.42 -0.45
O 1.44 1.08 -6.14
O 1.27 -7.79 -0.47
O -2.86 1.47 3.15
O -4.32 -0.31 4.66
O 2.59 3.87 0.89
O 5.10 -0.65 -8.58
O -2.93 -9.09 -3.46
O 0.93 -1.31 -4.87
O -3.20 -3.53 1.39
O -1.67 -1.78 -0.07
O 2.28 0.20 0.53
O 0.82 2.25 0.95
O -1.32 5.46 6.38
O 1.22 -4.45 -1.81
N 1.17 9.22 2.83
N -1.68 6.92 3.38
C 1.33 3.59 1.27
C 0.31 -8.08 -1.18
C -0.21 8.95 2.22
C 1.31 -2.09 -2.01
C 2.18 0.14 -6.42
C -2.92 0.31 2.74
C -2.32 -1.37 1.08
C 1.57 -0.93 -1.41
C -3.12 -2.39 1.82
C 1.96 -1.19 -5.79
C 2.14 -2.15 0.74
C 1.31 8.66 4.22
C -0.94 4.23 3.01
C 1.44 -3.37 -1.28
C 2.02 -0.88 0.01
C -1.43 -7.42 -2.77
C 0.54 6.28 1.78
C -0.38 -7.08 -2.02
C -0.20 -9.48 -1.22
C 3.28 0.27 -7.38
C -0.52 7.34 2.51
C -3.79 -1.97 3.06
C -1.25 -9.82 -1.96
C -2.45 4.74 6.13
C 1.86 -3.31 0.14
C 4.06 -0.77 -7.68
C -3.16 5.03 4.65
C 3.82 -2.11 -7.07
C -1.89 5.44 3.65
C 0.32 4.65 2.02
C -1.95 -8.81 -2.78
C -3.69 -0.71 3.49
C -2.23 -0.11 1.51
C 2.73 -2.24 -6.10
H 1.72 -5.21 0.18
H 2.17 9.26 4.77
H -2.29 7.69 3.76
H 2.58 -3.21 -5.65
H -1.63 -10.83 -1.99
H -3.96 5.91 4.73
H -4.35 -2.72 3.59
H -3.63 4.06 4.20
H 1.38 1.52 1.35
H 1.70 0.96 -1.43
H 1.19 -9.92 0.00
H -1.65 0.64 0.98
H 1.65 7.53 4.26
H 0.52 -0.41 -4.83
H -2.20 3.73 7.82
H 0.30 8.80 4.81
H -0.23 9.11 1.06
H 5.50 -1.55 -8.63
H 3.44 1.25 -7.82
H -1.89 -2.73 -0.17
H 2.44 -2.10 1.78
H -1.15 3.11 3.27
H -1.07 9.60 2.70
H 1.94 8.91 2.19
H 0.01 -6.07 -2.00
H 1.42 6.69 1.10
H 0.98 -2.14 -3.04
H -4.10 0.65 4.76
H -2.80 -6.98 -4.00
```

Mulliken atomic charge list, values in e, 2 entries:
1. O -0.57
2. O -0.57

(2)
ORCA calculation (ωB97M-V with the def2-TZVPD basis set) on the molecule C2H4OS.

Output
E_HOMO in eV: -9.43
Relative energy (zero: lowest compared OMol25 entry of this formula, charge and spin) in kcal/mol: 25.1
SMILES string: O=CCS
Orbital gap in eV: 10.27

XYZ file:
```
8
C2H4OS | the Open Molecules 2025 dataset | ωB97M-V with the def2-TZVPD basis set
S 1.76 -0.54 0.44
O -1.33 -1.25 0.06
C -0.91 -0.17 -0.29
C 0.45 0.68 0.05
H 0.60 1.30 -0.82
H 0.05 1.26 0.88
H 1.09 -1.71 0.44
H -1.70 0.42 -0.76
```

Mulliken atomic charge list, values in e, 2 entries:
1. S -0.23
2. O -0.43

(3)
ORCA calculation (ωB97M-V with the def2-TZVPD basis set) on a 2-piece molecular cluster, C4H14NOS overall.

Output
E_HOMO in eV: -12.28
Net charge: +1
Relative energy (zero: lowest compared OMol25 entry of this formula, charge and spin) in kcal/mol: 28.0
Orbital gap in eV: 9.09

XYZ file:
```
21
C4H14NOS | the Open Molecules 2025 dataset | ωB97M-V with the def2-TZVPD basis set
S 1.42 0.49 0.63
O -2.34 -2.97 0.98
N -1.92 -0.47 -0.29
C 2.65 1.71 1.09
C -0.25 0.64 -1.68
C 0.34 1.45 -0.50
C -0.72 -0.76 -1.30
H -1.48 -0.32 0.62
H -2.45 0.39 -0.41
H -2.58 -1.25 -0.14
H -2.45 -3.71 1.59
H -1.47 -3.05 0.58
H 3.51 1.14 1.43
H -1.25 -1.27 -2.10
H -1.21 1.13 -1.90
H -0.38 2.07 0.03
H 0.36 0.71 -2.57
H 2.95 2.37 0.24
H 1.06 2.14 -1.00
H -0.22 -1.42 -0.59
H 2.38 2.39 1.92
```

Mulliken atomic charge list, values in e, 2 entries:
1. S -0.05
2. O -0.64

(4)
ORCA calculation (ωB97M-V with the def2-TZVPD basis set) on an isolated ion of composition C7H20N2P and charge +1.

Output
E_HOMO in eV: -13.60
Net charge: +1
Relative energy (zero: lowest compared OMol25 entry of this formula, charge and spin) in kcal/mol: 0.0
SMILES string: CCCN[N@@H+](CC)P(C)C
Orbital gap in eV: 10.98

XYZ file:
```
30
C7H20N2P | the Open Molecules 2025 dataset | ωB97M-V with the def2-TZVPD basis set
P 1.36 1.11 -0.64
N -0.10 -0.11 -0.41
N -0.56 0.07 0.95
C -0.99 -0.63 -2.68
C -1.26 0.05 -1.35
C 2.52 -0.07 -1.44
C -1.64 -0.55 3.48
C 0.41 -0.49 1.91
C -0.12 -0.41 3.34
C 0.81 2.07 -2.08
H 0.21 0.53 3.79
H 2.06 -1.00 -1.79
H 0.36 -1.21 3.91
H 3.32 -0.33 -0.74
H -2.17 0.25 2.97
H -1.43 -0.44 1.02
H 0.51 1.51 -2.97
H -1.91 -0.49 4.54
H 0.03 2.78 -1.80
H 0.27 -1.06 -0.54
H -2.00 -1.51 3.11
H 0.66 -1.53 1.64
H 2.98 0.40 -2.31
H -1.46 1.11 -1.43
H 0.07 -0.62 -2.94
H -1.52 -0.12 -3.49
H 1.70 2.66 -2.33
H -2.11 -0.41 -0.84
H -1.32 -1.67 -2.68
H 1.32 0.10 1.81
```

Mulliken atomic charge list, values in e, 2 entries:
1. P 0.26
2. N 0.15

(5)
ORCA calculation (ωB97M-V with the def2-TZVPD basis set) on C38H19Cl2N9Ru as an isolated structure.

Output
E_HOMO (alpha / beta) in eV: -3.62 / -3.75
Net charge: -1
Relative energy (zero: lowest compared OMol25 entry of this formula, charge and spin) in kcal/mol: 7.1
Orbital gap (alpha / beta) in eV: 4.93 / 4.95
Multiplicity: 2

XYZ file:
```
69
C38H19Cl2N9Ru | the Open Molecules 2025 dataset | ωB97M-V with the def2-TZVPD basis set
Ru -0.36 0.00 -0.06
Cl 3.13 -2.78 -0.95
Cl 2.11 2.31 0.73
N -0.52 2.39 2.35
N 1.40 -0.54 -0.28
N -0.41 0.00 1.96
N -0.90 2.42 -2.38
N -0.79 -1.98 -0.02
N -0.69 1.97 -0.02
N -0.95 -2.37 -2.39
N -0.79 0.02 -2.02
N -0.49 -2.40 2.33
C -0.58 0.69 4.12
C 5.46 0.23 0.25
C -0.77 2.78 -1.14
C -0.56 -6.55 0.63
C -0.73 4.17 -0.71
C -1.28 0.73 -4.13
C -0.70 6.55 -0.70
C -1.84 -0.69 -6.44
C -0.56 -0.71 4.11
C -1.58 -1.39 -5.29
C -0.77 5.37 -1.41
C -1.55 1.44 -5.30
C -0.55 5.35 1.40
C -0.53 -5.36 1.35
C 2.66 -0.22 -0.10
C -0.84 -2.75 -1.14
C -0.97 1.14 -2.79
C -0.64 -4.17 0.65
C -0.76 0.69 6.49
C -0.68 1.40 5.32
C -0.60 2.76 1.10
C -0.47 -1.12 2.74
C 4.54 1.23 0.53
C -0.70 -6.53 -0.77
C -0.77 -4.16 -0.73
C -1.30 -0.67 -4.13
C 5.01 -1.01 -0.21
C -0.59 6.54 0.70
C -0.81 -5.34 -1.46
C 3.19 1.01 0.36
C -0.49 1.11 2.74
C -0.62 -2.77 1.09
C -1.82 0.72 -6.45
C -0.74 -0.72 6.49
C -0.62 4.16 0.68
C 3.66 -1.22 -0.38
C -1.00 -1.09 -2.77
C -0.65 -1.43 5.31
H 6.52 0.40 0.39
H -2.03 1.25 -7.38
H -0.72 -7.47 -1.31
H -0.42 -5.36 2.43
H -1.54 2.52 -5.30
H -0.91 -5.31 -2.54
H -0.53 7.48 1.24
H -0.70 2.49 5.31
H -0.81 -1.26 7.43
H -0.85 5.36 -2.49
H -0.47 -7.50 1.14
H -1.59 -2.48 -5.27
H 5.70 -1.81 -0.44
H -0.72 7.50 -1.22
H 4.87 2.20 0.89
H -0.84 1.21 7.44
H -0.64 -2.52 5.30
H -2.06 -1.22 -7.36
H -0.47 5.32 2.48
```

Mulliken atomic charge list, values in e, 2 entries:
1. Ru 0.53
2. Cl -0.20

(6)
ORCA calculation (ωB97M-V with the def2-TZVPD basis set) on a 2-piece molecular cluster, C2O4S overall.

Output
E_HOMO in eV: -9.04
Relative energy (zero: lowest compared OMol25 entry of this formula, charge and spin) in kcal/mol: 3.8
Orbital gap in eV: 8.09

XYZ file:
```
7
C2O4S | the Open Molecules 2025 dataset | ωB97M-V with the def2-TZVPD basis set
S 0.50 1.58 1.45
O -0.92 1.52 1.79
O 0.79 -1.17 1.21
O 0.20 0.22 -1.43
O -0.99 -1.49 -2.34
C -0.37 -0.66 -1.88
C 0.79 0.00 1.20
```

Mulliken atomic charge list, values in e, 2 entries:
1. S 0.21
2. O -0.52

Computed values of F_max (unit: eV/A) for the preceding records, in sequence: 9.064, 4.224, 2.845, 0.342, 2.330, 3.040.